Density functional theory data (ωB97M-V with the def2-TZVPD basis set) for a structure of composition C5H9N.

Results
**Kohn-Sham gap (spin up / spin down)**: 9.02 / 8.05 eV

CARTESIAN COORDINATES (ANGSTROEM)
C1 1.66 -0.03 -0.28
C2 0.15 -0.08 -0.13
C3 -0.83 -0.02 1.28
N1 -1.79 0.48 0.43
C4 -0.70 1.16 -0.36
C5 -0.54 -1.23 -0.68
H1 1.91 0.20 -1.32
H2 2.13 -0.98 -0.01
H3 2.09 0.77 0.34
H4 -1.07 -0.91 1.87
H5 -0.23 0.70 1.86
H6 -0.36 2.08 0.12
H7 -0.95 1.36 -1.41
H8 -0.09 -1.78 -1.51
H9 -1.38 -1.71 -0.20

Löwdin atomic charge list, values in e, 6 entries:
1 C -0.0410
2 C -0.4874
3 C -0.2071
4 N 0.0412
5 C -0.1934
6 C 0.0707

Density functional theory data (ωB97M-V with the def2-TZVPD basis set) for the molecule C5H9N.

Results
**Kohn-Sham gap**: 6.41 eV

CARTESIAN COORDINATES (ANGSTROEM)
C1 2.06 -0.39 0.83
N1 -0.70 1.39 -1.31
C2 0.22 1.08 -0.26
C3 0.77 -0.28 -0.11
C4 -1.68 -1.36 0.29
C5 -0.69 -0.30 0.53
H1 2.88 0.20 0.46
H2 2.32 -1.42 1.02
H3 1.86 0.37 1.53
H4 -1.15 2.31 -0.90
H5 -1.44 0.62 -1.37
H6 0.89 -0.63 -1.17
H7 -1.68 -2.25 0.97
H8 -2.31 -1.28 -0.61
H9 -0.51 -0.15 1.64

Löwdin atomic charge list, values in e, 6 entries:
1 C -0.0389
2 N -0.0430
3 C -0.2039
4 C -0.3233
5 C 0.0838
6 C -0.2118

Density functional theory data (ωB97M-V with the def2-TZVPD basis set) for a structure of composition C5H9N.

Results
**Kohn-Sham gap**: 9.68 eV

CARTESIAN COORDINATES (ANGSTROEM)
C1 1.39 -0.54 -0.59
C2 0.17 0.11 0.00
C3 0.02 1.60 -0.17
C4 -1.14 -0.69 -0.20
C5 -0.35 -0.46 1.18
N1 -0.65 -0.88 2.32
H1 2.30 -0.11 -0.16
H2 1.40 -1.62 -0.42
H3 1.37 -0.35 -1.67
H4 0.87 2.11 0.28
H5 -0.90 1.97 0.29
H6 -0.01 1.80 -1.24
H7 -1.41 -1.25 1.68
H8 -1.05 -1.60 -0.81
H9 -2.01 -0.10 -0.49

Löwdin atomic charge list, values in e, 6 entries:
1 C -0.0299
2 C -0.5410
3 C -0.0302
4 C -0.0448
5 C -0.3208
6 N 0.1711

Density functional theory data (ωB97M-V with the def2-TZVPD basis set) for the molecule C5H9N.

Results
**Kohn-Sham gap**: 7.88 eV

CARTESIAN COORDINATES (ANGSTROEM)
C1 -1.27 0.95 0.68
C2 -1.70 -0.04 -0.36
C3 -0.50 -0.33 0.48
N1 0.85 -0.30 -0.08
C4 1.77 -1.11 0.45
C5 1.16 0.53 -1.09
H1 -0.77 1.86 0.35
H2 -1.92 1.04 1.55
H3 -2.57 -0.65 -0.17
H4 -1.60 0.32 -1.37
H5 -0.55 -1.09 1.26
H6 1.81 -1.30 1.52
H7 2.58 -1.38 -0.21
H8 0.51 0.62 -1.96
H9 2.19 0.86 -1.04

Löwdin atomic charge list, values in e, 6 entries:
1 C -0.0994
2 C -0.1045
3 C -0.2552
4 N -0.2771
5 C -0.0071
6 C -0.0203